# 1
The following is a quantum chemistry calculation of C43H56N10O3PYb as an isolated structure, from the Open Molecules 2025 dataset.

```
! wB97M-V def2-TZVPD RIJCOSX def2/J DEFGRID3
* xyz 2 2
Yb 0.47542 0.39137 -0.18573
C 3.49437 1.95718 -0.16326
C 4.37418 0.86692 0.43308
C 4.61495 1.12648 1.91599
C 3.77949 -0.52519 0.13337
C 4.76432 -1.65345 0.50317
O 4.00693 -2.50987 1.34012
C 2.79343 -1.98171 1.50262
N 2.55104 -0.87424 0.88310
C 1.94085 -2.79261 2.38886
C 2.60001 -3.73811 3.18813
C 1.90911 -4.62158 3.99175
C 0.52426 -4.58969 4.01862
C -0.14302 -3.66075 3.24696
C 0.54253 -2.74835 2.44268
P -0.53193 -1.59379 1.50707
C -1.64556 -2.86335 0.79792
C -1.10198 -3.60363 -0.25164
C -1.82641 -4.63332 -0.82259
C -3.08865 -4.94321 -0.33810
C -3.62240 -4.21957 0.71501
C -2.90930 -3.17614 1.28269
C -1.47133 -0.85218 2.88894
C -1.03755 -0.82138 4.20969
C -1.77292 -0.13284 5.16007
C -2.93130 0.53591 4.80554
C -3.37014 0.51101 3.49051
C -2.64336 -0.18319 2.54204
H 3.90296 2.94002 0.05654
H 2.48480 1.90313 0.27087
H 3.43783 1.84813 -1.24699
H 5.34062 0.88543 -0.08178
H 3.67593 1.29390 2.43392
H 5.23331 2.01149 2.03609
H 5.12916 0.29535 2.38774
H 3.52229 -0.56671 -0.93373
H 5.63031 -1.29219 1.06580
H 5.11909 -2.22133 -0.35693
H 3.67560 -3.78112 3.16003
H 2.44916 -5.34875 4.57719
H -0.02612 -5.28392 4.63201
H -1.22281 -3.64872 3.26149
H -0.10687 -3.36220 -0.60677
H -1.40165 -5.20474 -1.63228
H -3.65392 -5.75378 -0.77006
H -4.59352 -4.46925 1.10959
H -3.32470 -2.62824 2.11618
H -0.13930 -1.33966 4.50903
H -1.43683 -0.12212 6.18548
H -3.50089 1.06378 5.55422
H -4.28063 1.01929 3.20653
H -2.98725 -0.23266 1.51828
C -1.95259 -2.92802 -4.22634
C -1.55880 -2.08861 -3.05955
N -2.33264 -1.77830 -2.08435
O -3.63177 -2.26281 -2.16437
C -0.19163 -1.57534 -2.95672
C 0.84204 -1.98571 -3.95336
N 0.06393 -0.80567 -1.94983
O 1.31176 -0.32251 -1.77047
H -2.86982 -3.46497 -3.99071
H -1.17567 -3.64159 -4.48526
H -2.13029 -2.29639 -5.09625
H -4.01190 -2.13087 -1.28411
H 0.59209 -1.61936 -4.94528
H 0.91227 -3.06963 -4.00693
H 1.80596 -1.58879 -3.64934
C -3.18200 1.57788 -0.36424
N -1.99785 2.04535 -1.12319
C -2.19490 1.58960 -2.52884
N -3.44022 2.05358 -3.10138
C -4.54685 1.56275 -2.28850
N -4.43780 2.04290 -0.91236
C -4.44587 3.50257 -0.92502
N -3.33516 4.01692 -1.71884
C -2.09652 3.53300 -1.15641
C -3.46544 3.51109 -3.08199
H -3.09771 1.94196 0.66560
H -3.18096 0.48111 -0.38759
H -2.18175 0.49543 -2.53997
H -1.37016 1.97341 -3.13881
H -4.52620 0.47056 -2.28499
H -5.49048 1.90446 -2.71679
H -4.35432 3.87318 0.09988
H -5.38798 3.85540 -1.34797
H -2.01597 3.91992 -0.13560
H -1.27047 3.92361 -1.75648
H -2.63624 3.89155 -3.68316
H -4.40299 3.86593 -3.51444
C 1.00797 4.86159 -3.84701
N 1.53627 3.58111 -3.42267
C 2.64774 3.03977 -4.18221
C 1.14740 2.97796 -2.36060
N 0.82391 2.40133 -1.40374
H 0.69961 4.80030 -4.89233
H 1.77857 5.63066 -3.75450
H 0.15083 5.14392 -3.23886
H 2.36558 2.96981 -5.23298
H 2.89966 2.04794 -3.81269
H 3.51868 3.69395 -4.09525
C 0.19938 3.66149 5.76728
C 0.33220 2.95980 4.46546
C 1.10335 1.80345 4.33476
C 1.15081 1.14145 3.12359
N 0.52103 1.56511 2.01785
C -0.19418 2.69205 2.13848
C -0.31814 3.40346 3.31476
H 1.13235 3.62391 6.32441
H -0.56346 3.17045 6.37330
H -0.10041 4.69637 5.62837
H 1.66601 1.42735 5.17637
H 1.72902 0.22854 3.02216
H -0.67648 3.03954 1.23359
H -0.91360 4.30225 3.33425
*
```

Results
HOMO-LUMO gap (spin up / spin down) in Eh: 0.312 / 0.302
Largest force on an atom in eV/Å: 3.78
Energy above the lowest of the compared OMol25 structures with the same formula, charge and spin in kcal/mol: 0.0


# 2
The following is a quantum chemistry calculation of a 4-piece molecular cluster, C48H95Br2N11O9P4S overall, from the Open Molecules 2025 dataset.

```
! wB97M-V def2-TZVPD RIJCOSX def2/J DEFGRID3
* xyz 0 1
C 2.29418 -5.26825 -2.52942
C 2.69129 -4.49677 -3.58665
C 3.51824 -3.22878 -3.36931
C 2.93795 -2.16738 -4.29168
C 1.80230 -1.50487 -3.81942
C 1.17673 -0.50699 -4.55162
C 1.72931 -0.18996 -5.78659
C 2.85836 -0.82429 -6.27837
C 3.35078 -0.32492 -7.63052
O 4.68380 0.13024 -7.65545
C 4.80907 1.48413 -7.24550
C 6.22982 1.92052 -7.60131
O 6.73518 2.90857 -6.72966
C 7.31904 2.35039 -5.56295
C 8.80701 2.03721 -5.73242
C 3.50238 -1.84028 -5.54046
C 4.75786 -2.56641 -5.98413
Br 4.68439 -3.28702 -7.79494
C 6.05258 -1.77101 -5.74112
C 6.01300 -0.99368 -4.43314
Br 7.55412 -3.04345 -5.55043
N 0.04128 0.15571 -4.05635
C 0.17254 0.61493 -2.70887
C -0.18456 1.92255 -2.43004
C -0.07597 2.37262 -1.12723
C 0.39108 1.56147 -0.09886
C 0.47640 2.21597 1.27576
C -0.53088 1.62486 2.26785
C -0.39950 2.21628 3.69045
C 0.50594 1.42002 4.63905
C 0.13922 -0.05061 4.80060
O -0.30799 -0.34676 6.14658
C 0.38721 -1.37403 6.70817
C 0.34082 -2.74102 6.07297
O 1.03673 -1.17605 7.68456
C 0.77413 0.22791 -0.36464
P 1.43099 -0.90892 0.89140
N 2.69350 -1.67470 0.39349
O 0.22163 -1.88453 1.27468
O 1.85881 -0.18306 2.26210
C 0.64299 -0.21656 -1.69884
S 1.06857 -1.85982 -2.23977
H 3.04198 -5.77252 -1.91464
H 1.25977 -5.38125 -2.21042
H 2.39135 -4.79728 -4.59009
H 4.58455 -3.39579 -3.54291
H 3.41635 -2.92503 -2.33258
H 1.25650 0.60917 -6.35023
H 2.67749 0.47357 -7.96297
H 3.21902 -1.12515 -8.35625
H 4.04766 2.13868 -7.68235
H 4.68401 1.51994 -6.15412
H 6.84179 1.01675 -7.47368
H 6.32836 2.19701 -8.64994
H 6.78899 1.43052 -5.30534
H 7.21062 3.08595 -4.76646
H 9.13288 1.33747 -4.96337
H 9.04271 1.64772 -6.72362
H 9.36270 2.97219 -5.64294
H 4.84228 -3.43639 -5.34639
H 6.31566 -1.14929 -6.58756
H 6.98360 -0.56602 -4.18919
H 5.25776 -0.20515 -4.44576
H 5.75826 -1.66119 -3.61075
H -0.14966 0.98286 -4.60672
H -0.53022 2.60763 -3.19429
H -0.34370 3.40437 -0.93685
H 1.50780 2.10361 1.61883
H 0.33232 3.29126 1.16563
H -0.48155 0.53911 2.25180
H -1.52523 1.90608 1.90843
H -0.02969 3.23651 3.56705
H -1.40487 2.26613 4.11639
H 1.52438 1.49096 4.25411
H 0.50585 1.89948 5.61884
H 1.05104 -0.62672 4.62891
H -0.59345 -0.41684 4.07808
H 0.15231 -2.67507 4.99961
H -0.42757 -3.37461 6.51128
H 1.31881 -3.20250 6.18836
H 2.94722 -1.36344 -0.53494
H 0.49056 -2.42685 2.03092
H 2.76834 0.11076 2.10636
C 4.53205 -2.31401 5.03893
N 5.11104 -2.55656 3.73158
C 4.05448 -2.97747 2.80877
P 6.65396 -3.25653 3.42410
O 6.91460 -2.72939 2.04319
N 7.91562 -2.38132 4.24711
C 7.61757 -1.26980 5.12988
C 9.07308 -2.05243 3.42072
N 6.55225 -4.41713 4.73877
C 7.77275 -4.77711 5.48137
C 5.98908 -5.69372 4.22243
H 4.23213 -3.23462 5.55972
H 3.63623 -1.69590 4.92533
H 5.18830 -1.75102 5.69415
H 3.62331 -3.94810 3.10732
H 4.42881 -3.07685 1.79376
H 3.25494 -2.25376 2.76375
H 7.02208 -0.48783 4.64038
H 8.54428 -0.81825 5.49010
H 7.10544 -1.60859 6.03350
H 8.90462 -1.16678 2.79697
H 9.33432 -2.88063 2.76454
H 9.93975 -1.86313 4.06028
H 8.59942 -5.05912 4.82588
H 7.55364 -5.62176 6.13948
H 8.09656 -3.96863 6.12868
H 6.67633 -6.19416 3.53415
H 5.05333 -5.51645 3.68693
H 5.76204 -6.37339 5.04361
C -6.39612 0.54043 -0.61123
N -5.29713 0.74890 -1.53686
C -5.49362 2.01430 -2.23919
P -4.51394 -0.47323 -2.46530
O -3.19768 0.20580 -2.73160
N -3.91916 -1.74968 -1.44490
C -4.16605 -1.75838 -0.01516
C -2.53949 -2.14580 -1.70521
N -5.98489 -1.37329 -2.79586
C -5.93004 -2.84377 -2.87067
C -6.56269 -0.91371 -4.08735
H -7.34164 0.29253 -1.11167
H -6.56446 1.45233 -0.03345
H -6.18906 -0.22716 0.12642
H -6.38891 1.99802 -2.87764
H -4.63385 2.24530 -2.86847
H -5.60255 2.83594 -1.52808
H -3.82710 -0.83798 0.47872
H -3.65213 -2.60365 0.44746
H -5.22377 -1.92322 0.20325
H -1.82044 -1.46347 -1.23658
H -2.33281 -2.17016 -2.77403
H -2.35518 -3.15353 -1.32232
H -5.13986 -3.20478 -3.53225
H -6.88703 -3.21764 -3.24354
H -5.79687 -3.28618 -1.88888
H -5.93398 -1.19266 -4.93795
H -6.67337 0.17330 -4.09817
H -7.55643 -1.33564 -4.23556
C -11.33944 5.06790 2.33813
N -10.44599 3.92979 2.44241
C -11.22537 2.72973 2.74014
P -8.86566 3.94627 3.13165
O -8.27198 2.74291 2.45887
N -7.87423 5.15395 2.36179
C -8.40720 6.04551 1.34903
C -6.55053 4.69109 1.95562
N -9.27978 5.05429 4.42794
C -8.28200 6.03878 4.88292
C -9.67321 4.27512 5.63341
H -11.74918 5.38884 3.30525
H -12.18346 4.80267 1.69725
H -10.87438 5.92457 1.86297
H -11.71034 2.78640 3.72525
H -10.59149 1.84338 2.72584
H -12.00381 2.58039 1.98956
H -8.87222 5.50711 0.51286
H -7.61072 6.67619 0.94880
H -9.12587 6.74703 1.77840
H -6.57119 4.14351 1.00531
H -6.11438 4.03849 2.70986
H -5.87945 5.54715 1.84433
H -7.31176 5.58807 5.10128
H -8.64750 6.52256 5.79203
H -8.14627 6.83172 4.15471
H -8.82593 3.73393 6.06370
H -10.44514 3.54212 5.38718
H -10.09053 4.93210 6.39591
*
```

Results
HOMO-LUMO gap in Eh: 0.294
Largest force on an atom in eV/Å: 6.47
SMILES: C=CCc1c2c(cc(COCCOCC)c1[C@@H](Br)[C@@H](C)Br)Nc1ccc(CCCCCOC(C)=O)c(P(=N)(O)O)c1S2.CN(C)P(=O)(N(C)C)N(C)C.CN(C)P(=O)(N(C)C)N(C)C.CN(C)P(=O)(N(C)C)N(C)C
Energy above the lowest of the compared OMol25 structures with the same formula, charge and spin in kcal/mol: 0.0